Record 1
The following is a quantum chemistry calculation of 7 unconnected molecules or ions with the total composition C17H26BCl12N2O2S2 at a distorted geometry, from the Open Molecules 2025 dataset.

Cartesian coordinates (Å):
1 C 1.641 1.459 0.665
2 C 0.532 1.517 0.198
3 B -1.011 1.316 -0.116
4 O -1.971 2.410 0.068
5 C -3.186 1.709 -0.242
6 C -2.745 0.513 -1.194
7 C -3.156 -0.911 -0.743
8 C -1.944 -1.826 -0.525
9 C -2.244 -3.345 -0.641
10 S -1.624 -4.239 0.827
11 C 0.092 -4.453 0.692
12 S 0.769 -5.607 1.632
13 N 0.930 -3.730 -0.190
14 C 1.754 -4.395 -1.076
15 C 2.453 -3.434 -1.741
16 N 2.088 -2.186 -1.280
17 C 1.182 -2.382 -0.362
18 O -1.385 0.708 -1.422
19 H 2.601 1.339 1.142
20 H -1.427 0.454 0.692
21 H -3.616 1.422 0.728
22 H -3.798 2.445 -0.772
23 H -3.290 0.658 -2.142
24 H -3.693 -0.828 0.210
25 H -3.861 -1.394 -1.431
26 H -1.590 -1.644 0.489
27 H -1.105 -1.577 -1.172
28 H -1.732 -3.754 -1.513
29 H -3.316 -3.533 -0.693
30 H 1.823 -5.459 -1.206
31 H 3.183 -3.663 -2.503
32 H 0.700 -1.600 0.209
33 C 4.257 -7.136 -0.515
34 Cl 3.927 -8.533 0.515
35 Cl 3.486 -7.297 -2.101
36 H 3.869 -6.244 -0.031
37 H 5.327 -7.051 -0.657
38 C 5.328 -0.470 -0.635
39 Cl 6.298 -1.092 0.719
40 Cl 4.005 0.561 -0.085
41 H 5.976 0.100 -1.289
42 H 4.898 -1.310 -1.170
43 C 4.123 2.658 -3.781
44 Cl 5.449 2.410 -2.629
45 Cl 2.638 1.882 -3.242
46 H 3.948 3.723 -3.877
47 H 4.414 2.237 -4.737
48 C -5.686 4.227 -2.775
49 Cl -5.271 2.512 -2.768
50 Cl -5.805 4.883 -1.137
51 H -4.913 4.768 -3.310
52 H -6.642 4.354 -3.269
53 C -1.253 3.746 2.938
54 Cl -0.758 2.269 3.763
55 Cl -0.223 5.125 3.389
56 H -1.181 3.584 1.865
57 H -2.276 3.974 3.213
58 C -1.268 6.028 6.927
59 Cl -2.653 7.073 6.579
60 Cl -1.595 4.949 8.290
61 H -1.054 5.431 6.049
62 H -0.417 6.652 7.174

The highest occupied orbital energy comes out at -0.1808 Ha. As for the net charge: -1. The calculation puts the molar mass at 790.8 g mol⁻¹.

Record 2
The following is a quantum chemistry calculation of a single C2HBr3N2O molecule at a distorted geometry, from the Open Molecules 2025 dataset.

Cartesian coordinates (Å):
1 C 0.022 0.308 -0.237
2 C 1.396 -0.248 -0.609
3 N 2.301 0.557 -1.153
4 N 2.261 0.857 -2.374
5 O -0.503 1.277 -0.758
6 Br 2.142 -0.987 0.952
7 Br 0.743 -1.654 -1.930
8 Br 3.396 2.162 -2.950
9 H -0.368 -0.223 0.537

The highest occupied orbital energy comes out at -0.3758 Ha. Its energy relative to the best compared isomer or geometry (same formula, charge and spin) is 13.2 kcal/mol. As for the net charge: 0. The calculation puts the molar mass at 308.8 g mol⁻¹. The SMILES is O=CC(Br)(Br)/N=N/Br.

Record 3
The following is a quantum chemistry calculation of a molecular structure, C8H14 at a distorted geometry, from the Open Molecules 2025 dataset.

Cartesian coordinates (Å):
1 C -2.175 -0.288 -0.762
2 C -0.154 -1.696 0.648
3 C 2.332 1.538 0.723
4 C -3.002 0.311 0.350
5 C -0.371 -0.507 -0.191
6 C 1.885 0.505 -0.261
7 C 0.100 0.537 -0.733
8 C 2.710 -0.307 -0.919
9 H -0.120 1.438 -1.275
10 H -2.439 -1.323 -0.986
11 H -2.255 0.276 -1.693
12 H 0.710 -1.561 1.302
13 H -1.035 -1.882 1.268
14 H 0.013 -2.576 0.023
15 H 3.425 1.558 0.841
16 H 1.896 1.356 1.711
17 H 2.023 2.540 0.407
18 H -2.717 1.350 0.544
19 H -4.073 0.303 0.108
20 H -2.887 -0.245 1.287
21 H 3.795 -0.227 -0.829
22 H 2.340 -1.102 -1.561

The highest occupied orbital energy comes out at -0.3011 Ha. Its energy relative to the best compared isomer or geometry (same formula, charge and spin) is 94.6 kcal/mol. As for the net charge: 0. The calculation puts the molar mass at 110.2 g mol⁻¹.

Record 4
The following is a quantum chemistry calculation of 5 unconnected molecules or ions with the total composition C9H24BF10N3O3P at a distorted geometry, from the Open Molecules 2025 dataset.

Cartesian coordinates (Å):
1 C -13.830 -20.980 -19.469
2 C -13.656 -21.471 -20.863
3 O -14.528 -21.407 -21.656
4 N -12.297 -21.961 -21.228
5 H -11.841 -21.055 -21.402
6 H -11.741 -22.310 -20.430
7 C -12.132 -22.867 -22.424
8 H -14.287 -21.842 -18.968
9 H -14.408 -20.069 -19.360
10 H -12.874 -20.810 -18.963
11 H -11.858 -22.393 -23.361
12 H -13.071 -23.402 -22.521
13 H -11.323 -23.522 -22.111
14 C -11.614 -23.373 -15.490
15 C -10.470 -22.734 -14.780
16 O -10.546 -22.014 -13.857
17 N -9.084 -23.125 -15.283
18 H -8.871 -23.986 -14.775
19 H -9.251 -23.389 -16.274
20 C -8.057 -22.004 -15.187
21 H -11.692 -22.921 -16.483
22 H -12.444 -22.864 -14.983
23 H -11.863 -24.427 -15.410
24 H -8.551 -21.114 -14.809
25 H -7.695 -21.910 -16.202
26 H -7.354 -22.298 -14.414
27 C -7.036 -24.550 -20.779
28 C -6.549 -23.187 -21.174
29 O -5.426 -22.855 -21.133
30 N -7.642 -22.284 -21.730
31 H -7.781 -22.700 -22.655
32 H -8.506 -22.256 -21.165
33 C -7.158 -20.875 -21.941
34 H -8.089 -24.574 -20.510
35 H -6.384 -24.881 -19.970
36 H -6.761 -25.251 -21.572
37 H -7.969 -20.333 -22.434
38 H -6.299 -20.774 -22.593
39 H -7.094 -20.384 -20.974
40 P -13.159 -24.882 -18.787
41 F -13.387 -23.528 -17.853
42 F -11.877 -24.089 -19.466
43 F -12.200 -25.375 -17.566
44 F -12.744 -26.188 -19.656
45 F -14.436 -25.573 -18.146
46 F -14.067 -24.329 -20.005
47 B -9.464 -21.885 -18.793
48 F -8.178 -21.390 -18.858
49 F -10.476 -20.938 -18.500
50 F -9.836 -22.399 -20.080
51 F -9.577 -22.928 -17.865

The highest occupied orbital energy comes out at -0.5148 Ha. Its energy relative to the best compared isomer or geometry (same formula, charge and spin) is 28.7 kcal/mol. As for the net charge: +1. The calculation puts the molar mass at 454.1 g mol⁻¹.

Record 5
The following is a quantum chemistry calculation of a gas-phase ion, C9H12N4 (charge +2) at a distorted geometry, from the Open Molecules 2025 dataset.

Cartesian coordinates (Å):
1 C -1.786 -1.398 -0.284
2 C 1.537 -2.248 -0.174
3 C -3.072 0.496 -0.120
4 C -0.798 1.232 -0.558
5 C -0.482 -1.272 0.537
6 C 1.404 0.121 -0.540
7 C 0.008 0.104 0.138
8 C 1.923 1.511 -0.947
9 C 0.279 0.749 1.539
10 N -2.713 -0.669 -0.050
11 N 0.406 -2.339 0.392
12 N -2.059 1.407 -0.600
13 N 2.123 -0.954 -0.580
14 H -1.705 -2.094 -1.111
15 H 2.017 -3.282 -0.167
16 H -4.051 0.747 0.130
17 H -0.796 -1.400 1.552
18 H 1.944 2.140 -0.087
19 H 1.258 1.886 -1.670
20 H 2.938 1.286 -1.378
21 H 1.173 0.259 2.125
22 H -0.676 0.497 2.069
23 H 0.377 1.816 1.525
24 H -2.359 2.351 -0.921
25 H 3.111 -0.948 -0.820

The highest occupied orbital energy comes out at -0.6071 Ha. Its energy relative to the best compared isomer or geometry (same formula, charge and spin) is 65.4 kcal/mol. As for the net charge: +2. The calculation puts the molar mass at 176.2 g mol⁻¹.

Record 6
The following is a quantum chemistry calculation of a single C4H5NO2 molecule, from the Open Molecules 2025 dataset.

Cartesian coordinates (Å):
1 O -2.298 0.665 0.828
2 C -1.812 -0.092 0.022
3 C -0.386 0.072 -0.452
4 C 0.532 0.842 0.499
5 N 1.819 0.132 0.396
6 C 1.550 -0.962 -0.181
7 O 0.272 -1.194 -0.610
8 H -2.409 -0.896 -0.449
9 H -0.426 0.530 -1.449
10 H 0.629 1.899 0.248
11 H 0.173 0.781 1.531
12 H 2.251 -1.763 -0.386

The highest occupied orbital energy comes out at -0.3673 Ha. Its energy relative to the best compared isomer or geometry (same formula, charge and spin) is 30.1 kcal/mol. As for the net charge: 0. The calculation puts the molar mass at 99.1 g mol⁻¹. The SMILES is O=C[C@H]1CN=CO1.

Record 7
The following is a quantum chemistry calculation of a molecular structure, C19H54Ba2O17 at a distorted geometry, from the Open Molecules 2025 dataset.

Cartesian coordinates (Å):
1 Ba -2.287 -1.422 -3.522
2 Ba 2.688 1.904 3.863
3 C -0.525 -0.904 0.967
4 C -0.925 -0.795 -0.418
5 C -0.274 0.370 -1.331
6 O -0.605 0.452 -2.527
7 C 0.755 1.143 -0.696
8 C 1.077 1.053 0.623
9 C 0.448 -0.052 1.502
10 O 0.682 -0.152 2.766
11 O 2.026 1.842 1.031
12 O -1.720 -1.545 -0.927
13 H -0.990 -1.641 1.606
14 H 1.258 1.904 -1.274
15 C 4.060 -0.781 1.758
16 O 3.709 -0.601 3.124
17 H 3.166 -1.152 1.256
18 H 4.381 0.108 1.216
19 H 4.758 -1.616 1.695
20 H 3.969 -1.421 3.550
21 C 1.064 -3.693 1.594
22 O 1.973 -4.714 1.617
23 H 0.044 -4.015 1.808
24 H 1.355 -3.007 2.389
25 H 1.096 -3.149 0.650
26 H 1.568 -5.485 1.212
27 C 3.031 -0.830 -2.170
28 O 2.728 -1.546 -3.344
29 H 2.475 -1.215 -1.315
30 H 4.110 -0.845 -2.017
31 H 2.678 0.186 -2.348
32 H 3.266 -1.216 -4.067
33 C -1.893 -2.318 4.562
34 O -1.522 -0.961 4.626
35 H -1.051 -2.988 4.734
36 H -2.644 -2.502 5.331
37 H -2.409 -2.530 3.626
38 H -0.755 -0.840 4.061
39 C -3.122 2.966 -1.107
40 O -4.105 2.035 -0.621
41 H -2.803 3.598 -0.278
42 H -2.304 2.373 -1.515
43 H -3.542 3.514 -1.950
44 H -4.757 2.478 -0.073
45 C 1.990 -0.683 6.188
46 O 1.938 0.733 6.265
47 H 3.006 -1.075 6.251
48 H 1.391 -1.060 7.017
49 H 1.573 -1.082 5.264
50 H 2.076 1.055 7.159
51 C -2.325 2.999 -4.625
52 O -3.693 2.670 -4.505
53 H -1.809 2.099 -4.289
54 H -2.097 3.251 -5.661
55 H -2.046 3.849 -4.003
56 H -3.882 1.771 -4.781
57 C -4.372 -3.167 0.701
58 O -3.039 -3.502 0.351
59 H -4.425 -2.658 1.664
60 H -4.725 -2.441 -0.031
61 H -5.101 -3.972 0.614
62 H -2.568 -2.730 0.030
63 C 0.011 -3.979 -1.971
64 O -0.760 -3.797 -3.143
65 H -0.661 -4.331 -1.188
66 H 0.770 -4.748 -2.118
67 H 0.530 -3.072 -1.659
68 H -1.060 -4.668 -3.413
69 C 1.352 1.706 -4.973
70 O 0.659 2.449 -4.045
71 H 0.676 1.266 -5.706
72 H 2.080 2.317 -5.508
73 H 1.879 0.900 -4.462
74 H 0.145 1.831 -3.521
75 C -4.043 0.038 2.572
76 O -3.534 0.606 3.739
77 H -4.361 -0.969 2.843
78 H -4.871 0.608 2.152
79 H -3.352 -0.119 1.744
80 H -2.969 -0.083 4.097
81 C 3.900 3.189 -1.839
82 O 4.337 2.327 -0.773
83 H 3.726 4.214 -1.513
84 H 4.625 3.136 -2.652
85 H 2.898 2.874 -2.129
86 H 3.587 2.275 -0.177
87 C 0.415 4.750 -1.272
88 O 0.209 4.904 -2.651
89 H 0.350 5.756 -0.857
90 H -0.243 4.071 -0.730
91 H 1.442 4.457 -1.053
92 H 0.236 4.043 -3.073

The highest occupied orbital energy comes out at -0.4779 Ha. Its energy relative to the best compared isomer or geometry (same formula, charge and spin) is 90.3 kcal/mol. As for the net charge: +2. The calculation puts the molar mass at 829.3 g mol⁻¹.

no.,LUMO energy (Ha),E_tot (a.u.),orbital gap (eV)
1,0.0590,-7266.8719,6.526
2,-0.0519,-7983.4915,8.815
3,0.0364,-313.0667,9.183
4,-0.1196,-2112.3676,10.753
5,-0.3381,-568.3362,7.320
6,0.0230,-360.6214,10.621
7,-0.2170,-2085.8062,7.099